Molecular formula: C2H9N4O
Method: DFT, ωB97M-V with the def2-TZVPD basis set

The largest force on an atom comes out at 7.0 eV/Å. As for the lowest unoccupied orbital energy: -0.1137 Ha. Its total charge is +1. The calculation puts the relative energy (zero: lowest compared OMol25 entry of this formula, charge and spin) at 347.2 kJ/mol. For the total energy, the calculation gives -375.5653 hartree. For the HOMO energy, the calculation gives -13.998 eV. The value obtained for the gap between HOMO and LUMO is 10.905 eV.

Positions of all 16 atoms, in Å:
1 C 1.15 0.68 0.43
2 C -0.91 -0.79 -0.06
3 N 1.63 1.98 0.33
4 N 1.83 -0.30 0.83
5 N -2.54 -0.53 -1.08
6 N -0.13 0.47 -0.04
7 O -0.18 -1.77 -0.59
8 H -1.32 -0.99 1.04
9 H 2.50 2.23 0.92
10 H 0.98 2.78 0.31
11 H 2.81 -0.06 0.88
12 H 1.36 -1.23 0.64
13 H -3.24 -0.20 -0.42
14 H -2.94 -1.60 -1.07
15 H -0.59 1.23 -0.57
16 H -0.41 -1.91 -1.54

Formally, the Löwdin partial charges of the atoms, in units of the elementary charge, are as follows: -0.448 -0.313 0.161 0.244 0.036 0.096 -0.005 0.174 0.173 0.133 0.153 0.167 0.007 0.105 0.161 0.155